[1]
ORCA calculation (ωB97M-V/def2-TZVPD) on a 13-piece molecular cluster, H26O13 overall at a distorted geometry.

Output
Orbital gap in hartree: 0.3710
Energy above the lowest of the compared OMol25 structures with the same formula, charge and spin in eV: 2.179
E in eV: -27039.7677

```
39
H26O13, DFT ωB97M-V/def2-TZVPD
O -1.4295 -2.3025 0.6772
H -2.2315 -1.8595 0.4122
H -1.2565 -2.0795 1.6012
O 2.8545 1.6345 -0.3828
H 2.4025 0.9035 -0.9108
H 2.9285 2.3245 -1.0098
O 1.9975 2.1355 2.3552
H 2.5185 2.9445 2.4112
H 2.2905 1.6805 1.6212
O 0.2065 0.0075 0.3462
H -0.0455 -0.4955 -0.4018
H -0.5895 0.4295 0.7252
O 0.3095 1.9925 -1.5168
H 0.1945 1.1615 -1.0818
H 0.6805 2.4515 -0.7428
O 0.1925 -3.8575 -0.8568
H 0.2885 -3.7195 -1.7948
H -0.5885 -3.2865 -0.5108
O 2.3755 -0.5185 -2.0838
H 3.0645 -0.5905 -2.7498
H 2.7815 -0.9525 -1.3598
O 2.1795 -1.1565 1.9732
H 2.5065 -0.6995 2.7332
H 1.3815 -0.6665 1.7402
O -1.7785 0.9445 1.7742
H -2.2625 1.1535 0.9762
H -2.2965 0.1875 2.0922
O -2.7425 1.4765 -0.6498
H -2.1365 2.1425 -1.0108
H -3.6235 1.7805 -0.7988
O -0.4555 -0.9905 -1.9908
H -0.8875 -0.2525 -2.4048
H 0.4075 -1.0665 -2.3868
O -1.9165 -3.2015 -2.5668
H -1.4285 -2.4645 -2.1858
H -2.1445 -3.7845 -1.8558
O -0.9235 3.1135 3.2832
H -1.1235 2.3415 2.7312
H -1.6995 3.1385 3.7992
```

=====

[2]
ORCA calculation (ωB97M-V/def2-TZVPD) on a 13-piece molecular cluster, H26O13 overall at a distorted geometry.

Output
Orbital gap in hartree: 0.3929
Energy above the lowest of the compared OMol25 structures with the same formula, charge and spin in eV: 2.801
E in eV: -27039.1457

```
39
H26O13, DFT ωB97M-V/def2-TZVPD
O -0.5130 -3.5891 -0.4432
H -1.3167 -3.3929 -0.9416
H -0.8332 -3.9889 0.3710
O -3.7265 1.1419 1.2009
H -3.5353 0.2271 1.3327
H -3.4527 1.5364 2.0351
O -1.4690 -1.4606 2.4119
H -1.1725 -2.0514 1.7147
H -0.8137 -0.7682 2.2462
O 0.7513 2.6021 -2.8162
H 1.6773 2.3570 -2.9331
H 0.3878 1.7703 -2.4806
O 0.1605 0.5907 -1.0062
H -0.5469 0.5008 -1.6547
H 0.5457 -0.2539 -0.8494
O -2.9811 -1.8979 -0.1947
H -2.8873 -2.2161 0.6812
H -3.2312 -1.0555 -0.5522
O 1.8799 2.3386 1.7809
H 1.5137 1.5149 2.1257
H 1.0824 2.6653 1.3300
O -1.6699 1.3429 2.8986
H -1.5625 1.4624 1.9456
H -1.4668 0.4314 3.1174
O 3.0315 2.1898 -0.8463
H 2.1382 2.5091 -0.7593
H 3.0577 1.6228 -0.0770
O 1.8627 -2.7135 -1.3984
H 1.1475 -2.9568 -0.7980
H 1.4021 -2.1861 -2.0307
O -0.8191 2.6662 0.3901
H -0.3152 2.3117 -0.3358
H -0.8179 3.6220 0.2771
O 1.8244 -0.8470 -3.1688
H 2.5049 -1.5165 -3.3263
H 2.3792 -0.1910 -2.7217
O 1.6688 -1.1624 1.2762
H 1.6031 -1.7537 0.5235
H 2.5119 -1.4019 1.6754
```